Entry 1:
{
  "formula": "C54H51F15GeN7OSTeTi",
  "method": "ωB97M-V with the def2-TZVPD basis set",
  "elements": ["Ti", "C", "C", "N", "C", "C", "N", "C", "C", "C", "N", "C", "C", "N", "C", "H", "H", "H", "H", "H", "H", "H", "H", "H", "H", "H", "H", "H", "H", "H", "H", "H", "H", "H", "H", "H", "H", "H", "H", "C", "C", "C", "C", "C", "C", "Te", "N", "C", "O", "C", "C", "C", "C", "C", "C", "C", "C", "C", "C", "C", "C", "C", "C", "C", "C", "H", "H", "H", "H", "H", "H", "H", "H", "H", "H", "H", "H", "H", "H", "H", "H", "H", "H", "H", "H", "H", "H", "H", "N", "C", "C", "C", "N", "H", "H", "H", "H", "F", "C", "C", "C", "F", "C", "F", "C", "F", "C", "F", "Ge", "S", "C", "C", "F", "C", "F", "C", "F", "C", "F", "C", "F", "C", "C", "F", "C", "F", "C", "F", "C", "F", "C", "F"],
  "positions_angstrom": [[-0.2404, 0.0353, 0.4708], [0.1516, -2.9139, 2.7778], [-0.6414, -3.0803, 1.4858], [-0.1414, -2.2105, 0.4072], [1.1320, -2.6864, -0.1854], [2.3001, -1.7755, 0.1815], [1.9777, -0.3607, -0.1318], [3.2078, 0.4318, -0.3661], [4.0084, 0.7904, 0.8908], [3.5732, 2.0573, 1.6212], [2.2601, 1.9849, 2.2583], [2.1985, 1.3362, 3.5573], [1.8219, -0.1350, 3.5030], [0.4980, -0.4107, 2.9060], [-0.1416, -1.6083, 3.5116], [1.2243, -2.9886, 2.5679], [-0.1026, -3.7428, 3.4424], [-1.6805, -2.8225, 1.6687], [-0.6037, -4.1260, 1.1705], [-0.8463, -2.1743, -0.3316], [1.0332, -2.6910, -1.2668], [1.3496, -3.7070, 0.1362], [3.1800, -2.1032, -0.3813], [2.5352, -1.8635, 1.2427], [1.5011, -0.3984, -1.0506], [2.9374, 1.3470, -0.8928], [3.8611, -0.1359, -1.0316], [5.0464, 0.9512, 0.5838], [4.0141, -0.0611, 1.5763], [3.5206, 2.8651, 0.8872], [4.3520, 2.3229, 2.3517], [1.9273, 2.9310, 2.3548], [1.4413, 1.8502, 4.1577], [3.1518, 1.4193, 4.0999], [1.8512, -0.5055, 4.5311], [2.5805, -0.6822, 2.9431], [-0.1076, 0.3722, 3.1206], [-1.2140, -1.4497, 3.5084], [0.1774, -1.7054, 4.5518], [-6.0073, 5.1443, -6.4451], [-5.4217, 4.4285, -5.2539], [-5.7271, 3.1033, -4.9877], [-5.1777, 2.4192, -3.8988], [-5.6247, 0.9890, -3.6740], [-4.2900, 3.0947, -3.0555], [-3.1169, 2.0759, -1.4861], [-2.1522, 0.3316, -0.3955], [-2.7243, -0.1853, 0.6555], [-1.9148, -0.3682, 1.6611], [-4.1665, -0.5398, 0.8015], [-4.9350, -0.8399, -0.3189], [-6.2930, -1.1028, -0.1858], [-6.8869, -1.0712, 1.0709], [-6.1136, -0.8073, 2.1961], [-4.7547, -0.5517, 2.0613], [-4.2511, 2.6741, 0.2397], [-3.5798, 2.4854, 1.4509], [-4.1384, 2.8339, 2.6697], [-5.4018, 3.4033, 2.6996], [-6.0839, 3.5809, 1.5073], [-5.5497, 3.2165, 0.2668], [-6.4441, 3.3831, -0.9397], [-3.9470, 4.4378, -3.3170], [-3.0210, 5.2367, -2.4240], [-4.5355, 5.0820, -4.4012], [-6.8804, 4.6178, -6.8340], [-5.2698, 5.2105, -7.2504], [-6.3041, 6.1628, -6.1867], [-6.4200, 2.5728, -5.6396], [-6.6897, 0.9592, -3.4212], [-5.0749, 0.5114, -2.8692], [-5.4900, 0.3928, -4.5809], [-4.4520, -0.8920, -1.2882], [-6.8869, -1.3382, -1.0621], [-7.9506, -1.2588, 1.1758], [-6.5731, -0.7977, 3.1780], [-4.1382, -0.3329, 2.9259], [-2.6122, 2.0104, 1.4479], [-3.5921, 2.6442, 3.5885], [-5.8608, 3.6894, 3.6396], [-7.0840, 4.0022, 1.5272], [-7.4581, 3.6215, -0.6171], [-6.4782, 2.4625, -1.5247], [-6.1034, 4.1783, -1.6033], [-3.4492, 5.3598, -1.4246], [-2.8518, 6.2311, -2.8428], [-2.0549, 4.7503, -2.2968], [-4.2848, 6.1242, -4.5927], [-0.2454, 3.1855, 0.8210], [0.1025, 4.3078, 0.1672], [0.6475, 3.9077, -1.0246], [0.5652, 2.5021, -0.9975], [0.0311, 2.0651, 0.1387], [-0.7072, 3.1256, 1.7069], [-0.0650, 5.2888, 0.5901], [1.0503, 4.5320, -1.8088], [0.8646, 1.8067, -1.7618], [2.8747, -0.4611, -3.6054], [2.6998, -0.3673, -4.9265], [1.4574, -0.1280, -5.4857], [1.4252, -0.0089, -6.8650], [0.2603, 0.2477, -7.4819], [2.5408, -0.1514, -7.6619], [2.4643, -0.0436, -8.9872], [3.7555, -0.4094, -7.0668], [4.8416, -0.5502, -7.8122], [3.8419, -0.5088, -5.6974], [5.0242, -0.7371, -5.1269], [-0.2596, -0.0049, -4.4970], [-0.2537, -0.6983, -2.4810], [-0.8049, 1.8365, -4.9957], [-1.9001, 2.2046, -5.7590], [-2.7767, 1.3048, -6.2106], [-2.1287, 3.5167, -6.1345], [-3.1610, 3.8303, -6.9120], [-1.2696, 4.5070, -5.7174], [-1.4960, 5.7680, -6.0502], [-0.1625, 4.1828, -4.9681], [0.6802, 5.1386, -4.5732], [0.0585, 2.8599, -4.6484], [1.1964, 2.5786, -3.9892], [-1.5508, -1.2665, -5.3345], [-1.2075, -2.3711, -6.0903], [0.0420, -2.5344, -6.5498], [-2.1102, -3.3723, -6.4018], [-1.7431, -4.4216, -7.1367], [-3.4017, -3.2850, -5.9386], [-4.2780, -4.2374, -6.2290], [-3.7826, -2.2094, -5.1647], [-5.0345, -2.1324, -4.7095], [-2.8545, -1.2364, -4.8669], [-3.2620, -0.2375, -4.0787]],
  "de_lowest_kj_mol": 96.9,
  "s2": 3.766,
  "spin_multiplicity": 4,
  "lumo_energy_ev": [-0.040, -0.811]
}

***

Entry 2:
{
  "formula": "C54H52F9N4O4",
  "method": "ωB97M-V with the def2-TZVPD basis set",
  "elements": ["C", "C", "C", "C", "C", "F", "C", "N", "N", "C", "C", "C", "C", "F", "F", "C", "F", "F", "F", "C", "N", "C", "C", "N", "C", "C", "C", "C", "C", "C", "C", "C", "C", "C", "C", "C", "F", "F", "F", "H", "H", "H", "H", "H", "H", "H", "H", "H", "H", "H", "H", "H", "H", "H", "H", "H", "H", "H", "H", "H", "H", "H", "H", "H", "H", "H", "H", "H", "H", "H", "H", "H", "H", "H", "H", "C", "C", "C", "C", "C", "C", "C", "O", "C", "C", "C", "C", "C", "C", "C", "O", "H", "H", "H", "H", "H", "H", "H", "H", "C", "C", "C", "C", "C", "C", "C", "O", "C", "C", "C", "C", "C", "C", "C", "O", "H", "H", "H", "H", "H", "H", "H", "H"],
  "positions_angstrom": [[3.1659, 3.0621, -4.6974], [3.0109, 1.8066, -4.2918], [2.3598, 0.3731, -3.9906], [2.8430, -0.4716, -5.2679], [3.8894, 0.2306, -6.2627], [3.4573, -1.7760, -4.9288], [3.0101, 0.0225, -2.5146], [4.4932, 0.0721, -2.5845], [2.2345, 0.6366, -1.3420], [2.5587, 2.0836, -1.1147], [3.9938, 2.7055, -1.2041], [4.0377, 4.0249, -0.2229], [5.5361, 4.3607, 0.2906], [5.4000, 5.5588, 1.1211], [6.4187, 4.7226, -0.7802], [6.1471, 3.2286, 1.2859], [6.9598, 2.2626, 0.5607], [7.0047, 3.8097, 2.2645], [5.1057, 2.4743, 1.9692], [2.6446, 0.0875, 0.0413], [3.3959, -1.2132, -0.0215], [2.8093, -2.0886, 1.0691], [0.8095, 0.2700, -1.8114], [0.5828, -1.0826, -1.1706], [-0.5004, 1.0356, -1.2718], [-0.6224, 2.5115, -0.7329], [-1.9308, 3.2282, -0.2185], [-3.3101, 2.4643, -0.2063], [-3.2778, 1.0069, -0.7765], [-1.9614, 0.3489, -1.2827], [0.7944, 0.2655, -3.4745], [-0.0962, -0.9696, -4.1062], [0.5667, -2.4294, -4.0248], [-0.4855, -3.5762, -3.5021], [0.3414, -4.8941, -2.9786], [-0.0130, 1.4768, -4.2117], [0.2921, 1.5575, -5.6385], [-1.4604, 1.2853, -4.2039], [0.1911, 2.7836, -3.6994], [3.6966, 4.0773, -4.8807], [1.9254, -0.7575, -5.9292], [4.9094, 0.5041, -5.7739], [4.1700, -0.5932, -7.0443], [3.4526, 1.0901, -6.9003], [2.9068, -1.1423, -2.5849], [4.9637, 0.0721, -1.6695], [4.8818, -0.7138, -3.1334], [1.9168, 2.6646, -1.9027], [2.0963, 2.3749, -0.0841], [4.8837, 2.0485, -0.8308], [4.3441, 3.1050, -2.2388], [3.4092, 3.8696, 0.7430], [3.5629, 4.9433, -0.7492], [3.4019, 0.7879, 0.5891], [1.7488, 0.0697, 0.7846], [4.4040, -1.0677, 0.1520], [1.6601, -2.0789, 1.0944], [3.2495, -1.7143, 2.0797], [3.1176, -3.1852, 0.8466], [1.3128, -1.7736, -1.4007], [-0.2553, -1.5681, -1.5099], [0.2801, 3.2064, -0.7126], [-1.9257, 4.3267, 0.1653], [-4.2351, 3.0168, 0.2068], [-4.2906, 0.4344, -0.7926], [-2.1292, -0.7297, -1.6911], [-1.1005, -1.0788, -3.5197], [-0.4009, -0.7889, -5.1960], [1.5011, -2.5425, -3.3778], [0.8228, -2.7492, -5.1173], [-1.1481, -3.1666, -2.6550], [-1.1203, -3.9471, -4.3875], [-0.0707, -5.8756, -3.4468], [0.3106, -5.0017, -1.8296], [1.4594, -4.8584, -3.2767], [-4.8272, -8.5609, 2.7466], [-4.6910, -7.3722, 2.0324], [-3.4273, -6.9226, 1.6620], [-2.2932, -7.6562, 2.0162], [-2.4282, -8.8334, 2.7523], [-3.6990, -9.2911, 3.1074], [-1.2317, -9.5940, 3.1766], [-1.3488, -10.6249, 3.8168], [0.1090, -9.0799, 2.8196], [1.2485, -9.7557, 3.2620], [2.5137, -9.2867, 2.9197], [2.6452, -8.1480, 2.1276], [1.5124, -7.4690, 1.6896], [0.2417, -7.9289, 2.0435], [-0.9553, -7.1798, 1.6027], [-0.8408, -6.1786, 0.9118], [-5.8142, -8.9159, 3.0274], [-5.5711, -6.7964, 1.7621], [-3.3283, -5.9979, 1.1009], [-3.8117, -10.2140, 3.6688], [1.1537, -10.6459, 3.8772], [3.3982, -9.8108, 3.2691], [3.6323, -7.7866, 1.8547], [1.6220, -6.5791, 1.0764], [-1.1065, 8.1600, 3.4786], [-1.4838, 8.8191, 4.6469], [-2.7620, 8.6391, 5.1667], [-3.6719, 7.8072, 4.5116], [-3.3023, 7.1667, 3.3289], [-2.0128, 7.3355, 2.8192], [-4.2734, 6.3217, 2.5986], [-3.9493, 5.7573, 1.5647], [-5.6445, 6.1778, 3.1346], [-6.5888, 5.4307, 2.4263], [-7.8776, 5.2791, 2.9299], [-8.2252, 5.8644, 4.1457], [-7.2890, 6.6140, 4.8514], [-5.9993, 6.7799, 4.3416], [-5.0225, 7.6081, 5.0816], [-5.3272, 8.1245, 6.1437], [-0.1059, 8.2937, 3.0785], [-0.7803, 9.4723, 5.1542], [-3.0483, 9.1517, 6.0806], [-1.7141, 6.8291, 1.9060], [-6.3243, 4.9689, 1.4794], [-8.6115, 4.7023, 2.3751], [-9.2285, 5.7399, 4.5418], [-7.5678, 7.0717, 5.7962]],
  "total_charge": 1,
  "spin_multiplicity": 1,
  "lumo_energy_ev": -2.508
}

***

Question: Number 2 is which compound?
Answer: C54H52F9N4O4